Below is a 2-piece molecular cluster, C16H28F5INO7P overall at a distorted geometry, with properties calculated with ωB97M-V/def2-TZVPD.

XYZ file:
```
59
C16H28F5INO7P | the Open Molecules 2025 dataset | ωB97M-V/def2-TZVPD
C -0.27835 -4.20881 -1.00620
C -0.13846 -2.70068 -1.11034
O -0.24014 -2.16044 0.21785
C 0.04543 -0.79873 0.33734
C -0.65037 0.11483 -0.65395
C -0.11232 0.47616 -2.05390
C -1.23121 0.39096 -3.08384
C -1.90679 1.78196 -3.22131
O -3.22922 1.70431 -3.75433
N -0.67469 -0.45187 1.65079
P -2.54805 -0.47728 1.56535
O -2.88596 1.04283 1.80119
I -2.94306 -1.41378 3.79714
C 0.12402 0.66796 2.24776
C -0.11701 0.89650 3.71299
O 1.41895 0.10533 2.09181
C 1.55464 -0.53580 0.81752
C 2.29076 -1.85835 1.13431
O 1.74515 -2.42781 2.29827
C 1.44562 -3.81235 2.22576
C 2.49641 0.46709 0.06524
F 3.48123 0.78029 0.93032
F 1.82944 1.60174 -0.21245
C 3.25181 -0.01537 -1.24263
F 2.95142 0.73618 -2.28192
F 2.93416 -1.27826 -1.54794
F 4.55633 0.02697 -1.07448
H -0.61968 -4.63100 -1.95012
H -0.98812 -4.45044 -0.21295
H 0.67894 -4.65963 -0.73611
H -0.91814 -2.26536 -1.74122
H 0.83310 -2.43808 -1.53410
H -0.72872 1.07224 -0.14927
H -1.65836 -0.28842 -0.79655
H 0.70969 -0.17099 -2.34873
H 0.22279 1.51097 -2.01965
H -0.78866 0.08725 -4.03873
H -1.97501 -0.37400 -2.83525
H -1.31088 2.37314 -3.92215
H -1.94286 2.29166 -2.23472
H -3.41076 0.79810 -4.01893
H -0.44179 -1.23225 2.28251
H -2.48246 1.69857 1.11715
H 0.04439 1.56793 1.63460
H 0.65737 1.55893 4.09738
H -0.06079 -0.04921 4.25615
H -1.09648 1.34133 3.89038
H 2.27623 -2.54495 0.29125
H 3.34087 -1.59336 1.31314
H 0.44035 -3.98473 1.83039
H 1.50527 -4.21447 3.23609
H 2.16209 -4.35308 1.59921
C -0.97646 5.39199 -0.51959
C -1.24499 4.27898 0.49427
O -1.45345 4.57186 1.67255
O -1.21550 3.08402 0.02179
H -1.01305 6.36655 -0.04025
H 0.00626 5.24936 -0.97262
H -1.72094 5.35348 -1.31627
```

Max |F| = 1.59 eV/Å
LUMO energy = -0.6 eV
E_HOMO = -7.8 eV
E = -2346.2505 Ha